Version A
Computed, not measured: a 2-piece molecular cluster, CH4O2P2 overall, with the ωB97M-V functional and the def2-TZVPD basis.

SMILES: O=PO.C=P
HOMO-LUMO gap: 8.682 eV
HOMO level: -0.3402 Ha

The geometry in ORCA input format:
```
! wB97M-V def2-TZVPD RIJCOSX def2/J DEFGRID3
* xyz 0 1
O -1.526 -0.657 -0.058
P -1.386 0.830 -0.031
O -2.622 1.279 0.887
H -2.826 0.739 1.639
C 1.910 -0.140 -0.831
P 1.297 -0.398 0.693
H 2.353 0.883 -1.095
H 2.234 -0.904 -1.514
H 0.566 -1.632 0.310
*
```

Now the Löwdin charges, all in e:
1. O -0.54
2. P 0.71
3. O -0.31
4. H 0.04
5. C -0.49
6. P 0.69
7. H 0.01
8. H -0.02
9. H -0.09

***

Version B
Computed, not measured: a single CH4O2P2 molecule, with the ωB97M-V functional and the def2-TZVPD basis.

SMILES: CPOP=O
HOMO-LUMO gap: 9.306 eV
HOMO level: -0.3484 Ha

The geometry in ORCA input format:
```
! wB97M-V def2-TZVPD RIJCOSX def2/J DEFGRID3
* xyz 0 1
C -0.247 -0.185 -0.439
P 1.186 0.980 -0.290
O 2.365 -0.181 -0.193
P 3.951 -0.558 -0.142
O 4.711 0.573 0.341
H 0.030 -1.165 -0.056
H -1.092 0.205 0.124
H -0.541 -0.276 -1.485
H 0.931 1.287 1.355
*
```

Now the Löwdin charges, all in e:
1. C -0.37
2. P 0.78
3. O -0.80
4. P 0.76
5. O -0.46
6. H 0.03
7. H 0.02
8. H 0.02
9. H 0.01

***

Version C
Computed, not measured: a single CH4O2P2 molecule, with the ωB97M-V functional and the def2-TZVPD basis.

SMILES: O=POCP
HOMO-LUMO gap: 9.580 eV
HOMO level: -0.3545 Ha

The geometry in ORCA input format:
```
! wB97M-V def2-TZVPD RIJCOSX def2/J DEFGRID3
* xyz 0 1
O -1.152 -2.816 -1.393
P -1.040 -1.853 -0.320
O -0.431 -0.587 -1.050
C 0.028 0.643 -0.476
P 0.287 0.275 1.376
H 0.815 1.071 -1.106
H -0.753 1.380 -0.579
H 0.531 1.556 2.082
H 1.717 0.331 1.466
*
```

Now the Löwdin charges, all in e:
1. O -0.43
2. P 0.72
3. O -0.46
4. C -0.50
5. P 0.74
6. H 0.08
7. H 0.06
8. H -0.09
9. H -0.12

***

Which is most stable, and by how much? version B, by 116.9 kJ/mol.

***

Version A
Computed, not measured: a single C2H2ClF molecule, with the ωB97M-V functional and the def2-TZVPD basis.

SMILES: C=C(F)Cl
HOMO-LUMO gap: 11.081 eV
HOMO level: -0.3741 Ha

The geometry in ORCA input format:
```
! wB97M-V def2-TZVPD RIJCOSX def2/J DEFGRID3
* xyz 0 1
C -0.025 -0.725 -0.094
C 0.125 0.556 -0.110
F 1.061 1.288 -0.734
Cl -0.956 1.611 0.880
H 0.657 -1.512 -0.296
H -0.862 -1.218 0.354
*
```

Now the Löwdin charges, all in e:
1. C -0.01
2. C -0.73
3. F 0.02
4. Cl 0.60
5. H 0.06
6. H 0.06

***

Version B
Computed, not measured: a 2-piece molecular cluster, C2H2ClF overall, with the ωB97M-V functional and the def2-TZVPD basis.

HOMO-LUMO gap (alpha / beta): 9.671 / 9.672 eV
HOMO level (alpha / beta): -0.4004 / -0.4004 Ha

The geometry in ORCA input format:
```
! wB97M-V def2-TZVPD RIJCOSX def2/J DEFGRID3
* xyz 0 1
C -0.801 -0.205 -0.018
C 0.489 -0.195 -0.080
F 1.165 1.834 -0.052
Cl 1.875 -0.980 0.114
H -1.323 -1.112 0.260
H -1.406 0.658 -0.225
*
```

Now the Löwdin charges, all in e:
1. C 0.00
2. C -0.60
3. F -0.43
4. Cl 0.85
5. H 0.09
6. H 0.09

***

Which is most stable, and by how much? version A, by 270.5 kJ/mol.